Density functional theory data (ωB97M-V/def2-TZVPD) for one molecule with the formula C5H11NO at a distorted geometry.

The SMILES is C=C(C)COCN. The total energy comes out at -327.04583 hartree. The relative energy (zero: lowest compared OMol25 entry of this formula, charge and spin) comes out at 53.7 kcal/mol. The frontier orbital gap comes out at 10.100 eV. The value obtained for the HOMO energy is -9.140 eV.

Structure (ORCA input):
```
! RIJCOSX wB97M-V def2-TZVPD def2/J DEFGRID3
* xyz 0 1
C -1.49 -1.60 0.99
C -0.68 -0.56 0.64
C -1.08 0.84 1.01
C 0.78 -0.85 0.33
O 1.49 0.38 0.22
C 1.59 0.97 -1.06
N 0.43 0.63 -1.97
H -2.52 -1.45 1.28
H -1.13 -2.62 1.04
H -0.97 1.52 0.17
H -2.14 0.91 1.28
H -0.49 1.23 1.85
H 1.24 -1.44 1.13
H 0.86 -1.46 -0.58
H 2.53 0.67 -1.52
H 1.59 2.06 -0.90
H 0.41 -0.36 -2.21
H -0.42 1.12 -1.72
*
```

Taken from the Löwdin analysis, the atomic charges in e are:
1 C 0.038
2 C -0.322
3 C -0.062
4 C -0.194
5 O -0.169
6 C -0.245
7 N 0.030
8 H 0.054
9 H 0.058
10 H 0.056
11 H 0.079
12 H 0.094
13 H 0.131
14 H 0.113
15 H 0.111
16 H 0.117
17 H 0.060
18 H 0.053